Density functional theory data (ωB97M-V/def2-TZVPD) for C20H30AsN2O3PdS2 as an isolated structure.

Geometry (Å):
Pd: 0.047 0.047 0.123
C: 2.885 -2.371 2.307
As: 2.879 -0.680 1.422
C: 4.676 -0.099 1.186
C: 2.043 0.582 2.581
O: 2.087 -0.701 -0.070
H: 3.534 -2.310 3.179
H: 3.251 -3.136 1.626
H: 1.868 -2.603 2.617
H: 5.159 0.050 2.149
H: 4.641 0.836 0.630
H: 5.220 -0.839 0.602
H: 2.642 0.726 3.480
H: 1.051 0.225 2.848
H: 1.948 1.519 2.034
C: -1.653 10.423 3.050
C: -1.174 9.034 2.713
O: -1.310 8.081 3.427
S: -0.412 8.989 1.086
C: -0.128 7.262 0.820
C: 0.468 6.445 1.775
C: 0.614 5.090 1.524
C: 0.182 4.537 0.320
C: -0.356 5.373 -0.654
C: -0.514 6.726 -0.403
C: 0.230 3.108 0.113
C: 0.225 1.914 -0.060
H: -1.529 10.603 4.115
H: -2.718 10.471 2.815
H: -1.139 11.184 2.466
H: 0.809 6.858 2.712
H: 1.063 4.451 2.273
H: -0.663 4.957 -1.605
H: -0.950 7.369 -1.157
C: 0.470 -2.578 -1.978
S: 0.748 -3.105 -0.305
C: -0.234 -4.583 -0.319
O: -0.092 -2.160 0.608
H: 1.033 -3.242 -2.636
H: 0.861 -1.569 -2.068
H: -0.595 -2.609 -2.206
H: 0.302 -5.334 -0.901
H: -1.217 -4.395 -0.749
H: -0.327 -4.923 0.711
C: -4.710 -2.516 0.421
C: -3.880 -1.299 0.191
C: -4.230 -0.001 -0.093
C: -3.027 0.716 -0.214
N: -1.999 -0.118 -0.018
N: -2.540 -1.336 0.212
C: -2.890 2.168 -0.510
H: -5.762 -2.242 0.449
H: -4.458 -2.998 1.367
H: -4.574 -3.245 -0.380
H: -5.227 0.396 -0.186
H: -1.909 -2.067 0.516
H: -3.706 2.486 -1.158
H: -1.942 2.388 -0.984
H: -2.948 2.751 0.412

Results
total charge: +1
DFT total energy: -4275.068483 a.u.
HOMO level: -10.07 eV
lowest unoccupied orbital energy: -2.8938 eV
ΔE to the lowest compared entry with this formula, charge and spin: 8.3 kcal/mol
max |F|: 0.052 Eh/bohr